No. 1
Computed, not measured: one molecule with the formula C4H10N2O at a distorted geometry, with ωB97M-V/def2-TZVPD.

```
! RIJCOSX wB97M-V def2-TZVPD def2/J DEFGRID3
* xyz 0 1
O 2.5364 0.1124 -0.5270
N 0.7366 -0.7676 1.9180
N 0.3767 0.0197 -1.2430
C -1.5802 1.1121 -0.2912
C 1.7070 -0.0450 -1.4095
C -0.3717 -0.7423 0.9982
C -0.2508 0.4409 0.0046
H 1.6167 -0.7908 1.4135
H 0.4350 1.1334 0.4693
H -1.6211 1.4675 -1.3227
H -0.5502 -1.6209 0.3733
H -1.3309 -0.5684 1.5011
H 2.0500 -0.2684 -2.4298
H -2.3900 0.3743 -0.2405
H 0.6830 -1.5917 2.5045
H -0.1816 -0.2188 -2.0469
H -1.8651 1.9537 0.3280
*
```

ΔE to the lowest compared entry with this formula, charge and spin (kcal per mole): 23.2
E_LUMO (eV): 0.870

No. 2
Computed, not measured: a 2-piece molecular cluster, C4H10N2O overall at a distorted geometry, with ωB97M-V/def2-TZVPD.

```
! RIJCOSX wB97M-V def2-TZVPD def2/J DEFGRID3
* xyz 0 1
O -1.4100 2.6983 1.5611
N -0.6214 0.9752 0.3849
N 1.2100 -0.5296 0.1929
C 1.6696 -0.1291 -1.0797
C -1.8039 0.4133 -0.1446
C 0.5592 -1.7707 0.2769
C -0.5011 1.9355 1.2730
H 1.1169 -0.5554 -1.9272
H 0.5256 2.0434 1.6543
H -0.1719 -1.9613 -0.5241
H 2.7210 -0.4382 -1.1557
H -1.7912 0.4559 -1.2375
H -1.9087 -0.6315 0.1726
H -2.6757 0.9560 0.2337
H 1.6637 0.9596 -1.1314
H 1.3250 -2.5547 0.1935
H 0.0931 -1.8667 1.2575
*
```

ΔE to the lowest compared entry with this formula, charge and spin (kcal per mole): 121.4
E_LUMO (alpha / beta) (eV): -0.398 / -1.379

No. 3
Computed, not measured: C4H10N2O as an isolated structure at a distorted geometry, with ωB97M-V/def2-TZVPD.

```
! RIJCOSX wB97M-V def2-TZVPD def2/J DEFGRID3
* xyz 0 1
O 1.7214 -0.5272 0.6016
N -0.3308 2.1225 0.1293
N -1.1691 1.0930 -1.7955
C -0.5576 -0.2856 0.0849
C -0.3184 0.9546 -0.6798
C 0.2743 -2.2295 1.4372
C 0.4517 -0.9256 0.7207
H -1.1503 0.2916 -2.4089
H 1.7224 0.1918 -0.2355
H -0.0062 2.9473 -0.3594
H -1.0608 1.9619 -2.2996
H 0.8673 -3.0036 0.9478
H -0.7703 -2.5331 1.4523
H 1.0110 0.7954 -1.0548
H 0.6420 -2.1345 2.4597
H 0.2191 1.9903 0.9677
H -1.5459 -0.7093 0.0324
*
```

ΔE to the lowest compared entry with this formula, charge and spin (kcal per mole): 62.8
E_LUMO (eV): 0.776

No. 4
Computed, not measured: one molecule with the formula C4H10N2O at a distorted geometry, with ωB97M-V/def2-TZVPD.

```
! RIJCOSX wB97M-V def2-TZVPD def2/J DEFGRID3
* xyz 0 1
O -0.0283 2.2101 0.1445
N 1.6601 -1.5335 0.5114
N -0.8973 1.7113 -1.8951
C -0.2910 1.2291 -0.7695
C -0.5454 -1.2139 1.5049
C 0.1088 -0.0486 -0.6256
C 0.5789 -0.5803 0.6905
H -1.0075 -2.0509 0.9680
H 0.9241 0.3361 1.2606
H -0.1727 -1.5921 2.4637
H 0.1944 2.9924 -0.3857
H 1.3211 -2.4105 0.1263
H -1.6535 2.3549 -1.6768
H -1.2284 0.9765 -2.5144
H -0.0204 -0.7568 -1.4384
H 2.3819 -1.1466 -0.0913
H -1.3247 -0.4771 1.7268
*
```

ΔE to the lowest compared entry with this formula, charge and spin (kcal per mole): 39.8
E_LUMO (eV): 0.755